1.
9 unconnected molecules or ions with the total composition C18H29BrCl16F8N3O3S at a distorted geometry, computed with wB97M-V/def2-TZVPD.

Structure (ORCA input):
```
! wB97M-V def2-TZVPD RIJCOSX def2/J DEFGRID3
* xyz 1 1
Br 4.1437 -0.5051 0.9814
Cl -7.8448 -3.6007 -1.7762
Cl -5.9857 -1.7386 -3.0377
Cl 0.4891 -3.5110 -1.7854
Cl -5.8960 1.4572 0.0420
Cl -4.6611 1.2796 4.1321
Cl 7.3421 -1.8913 6.6223
Cl 4.9106 -1.6832 4.0752
Cl 3.1105 -3.8910 3.4375
Cl 4.1558 5.9259 4.1939
Cl 2.7556 -3.4469 0.0539
Cl -2.8108 2.7489 2.4149
Cl -9.3708 -4.1706 1.2079
Cl -7.7565 -0.4089 1.3070
Cl 4.7709 3.2170 3.2866
Cl -11.0859 -6.4050 0.4276
Cl 5.6100 -3.3610 8.4587
S 2.3484 3.0204 -3.3588
F 4.0314 5.0456 -1.8754
F 0.2348 0.4791 -5.2768
F 1.2564 4.9919 -2.1310
F 2.3596 0.5203 -5.1210
F 2.7795 5.3914 -0.2051
F 1.3107 2.1046 -6.1039
F 3.8055 3.5355 -0.3110
F 1.1460 3.2299 -0.9454
O -1.9239 2.2175 -0.7832
O 3.6276 2.3963 -3.2806
O 2.4225 4.0389 -4.3396
N 1.6651 0.0336 -2.3615
N -0.4823 0.8868 -2.5162
N 1.0626 1.9736 -3.8226
C -9.4334 -5.8820 0.7641
C 3.4147 -0.6847 -0.8486
C 0.7534 0.9278 -2.8491
C -7.0663 0.1517 -0.2183
C 4.7949 -3.3859 3.6282
C 3.2249 4.4550 -1.0448
C -4.0637 2.8720 3.6631
C -3.1785 1.2754 -0.4958
C -1.0956 -0.0334 -1.5767
C 1.5423 -4.4673 -0.7178
C -7.1534 -3.0441 -3.3018
C 1.3007 1.2913 -5.0998
C 1.9397 3.9184 -1.7708
C 2.3575 0.4232 -1.1113
C 4.7135 4.9292 2.8475
C 6.2016 -1.7702 7.9664
C 4.5236 -0.7417 -1.9131
C -1.6019 0.9249 -0.3904
H -9.0398 -6.4704 1.5860
H -8.8299 -6.0349 -0.1247
H -6.6482 -3.8734 -3.7850
H 0.9329 -4.9330 0.0495
H -6.5608 -0.6768 -0.7023
H -4.8893 3.4560 3.2705
H 2.8249 -1.6348 -0.8285
H -0.4269 -0.7486 -1.0905
H -7.8662 0.5188 -0.8526
H 5.7101 5.2503 2.5628
H 5.2498 -3.9822 4.4127
H 2.0421 -5.2272 -1.3090
H 6.7019 -1.3053 8.8091
H -1.9938 -0.5354 -1.9410
H 5.3573 -1.1642 7.6543
H 4.8382 0.2579 -2.2397
H 1.7155 0.4545 -0.2121
H 1.2829 -0.9031 -2.2395
H -3.6943 2.2206 -0.2793
H -3.6412 3.3614 4.5340
H 2.8993 1.3728 -1.1612
H -1.1137 1.5662 -2.9493
H 5.3769 -1.2997 -1.5070
H -1.1889 0.7661 0.6177
H -7.9520 -2.6756 -3.9367
H 4.0314 5.0538 2.0162
H 4.1110 -1.2730 -2.7866
H -3.2442 0.9594 0.6004
H 5.3204 -3.5403 2.6910
*
```

Computed properties:
Orbital gap: 7.12 eV
Calculated total energy: -332711.01304 eV
LUMO energy: -4.5081 eV

2.
A molecular structure, C18H29CeN2 at a distorted geometry, computed with wB97M-V/def2-TZVPD.

Structure (ORCA input):
```
! wB97M-V def2-TZVPD RIJCOSX def2/J DEFGRID3
* xyz 2 2
Ce 0.7383 0.1230 0.7664
N 0.7874 -2.9265 2.0326
N 0.8264 -2.4528 -0.2870
C 1.1147 -3.3224 0.7153
C -0.8116 1.1480 2.3174
C 0.4842 1.7258 2.4831
C -0.3224 2.3659 0.3930
C -1.5558 0.1597 3.1661
C -2.6946 1.3262 0.5440
C 1.8750 -4.5115 0.5898
C 1.8259 -4.0953 -1.7612
C 1.1529 -2.9008 -1.5396
C 1.4852 1.2784 3.4829
C 2.2455 -4.8877 -0.6912
C -1.2941 1.5090 1.0095
C -0.7116 0.2280 -2.8160
C -0.6174 3.1798 -0.8221
C 0.7932 2.4799 1.2764
C 2.1237 2.9928 0.8792
C -2.1677 -0.3332 -2.9442
C -0.4460 1.1200 -4.0592
H -0.5836 0.8051 -1.8668
H -3.1090 0.3638 0.8593
H 0.0694 -0.5240 -2.6507
H 2.5107 1.4005 3.1162
H -2.3081 -0.3728 2.5736
H 2.0578 3.4832 -0.0965
H 0.2931 3.6024 -1.2454
H -1.0633 2.0227 -3.9899
H 2.1271 -5.0579 1.5087
H -2.2805 -1.0747 -3.7479
H -2.8563 0.4715 -3.2204
H 0.5975 1.4322 -4.1670
H 2.8872 2.1919 0.8097
H 1.0112 -3.6988 2.6660
H -1.3111 4.0115 -0.5908
H -0.8969 -0.5965 3.6075
H -0.7793 0.6398 -5.0016
H 1.3829 1.8984 4.3797
H -2.1116 0.6230 3.9903
H -2.7648 1.3543 -0.5465
H 1.3280 0.2335 3.7963
H -3.3506 2.1204 0.9398
H 0.8710 -2.2716 -2.3845
H 2.8597 -5.7755 -0.8277
H 2.4677 3.7315 1.6161
H -0.1755 -2.6016 2.1743
H -1.1036 2.5818 -1.6036
H 2.0587 -4.4019 -2.7799
H -2.6591 -0.7989 -2.0535
*
```

Computed properties:
Orbital gap (alpha / beta): 7.97 / 8.04 eV
Calculated total energy: -35030.49277 eV
LUMO energy (alpha / beta): -7.2486 / -7.1771 eV

3.
3 unconnected molecules or ions with the total composition C18H29F2O11P at a distorted geometry, computed with wB97M-V/def2-TZVPD.

Structure (ORCA input):
```
! wB97M-V def2-TZVPD RIJCOSX def2/J DEFGRID3
* xyz 0 1
P 0.6398 1.2327 -2.9853
F 2.9073 -3.0654 0.5752
F 2.7560 0.4416 4.6176
O 2.2218 0.9012 -2.4143
O -5.8676 -0.2269 -2.4827
O 3.3233 -2.1104 3.8522
O -5.6367 1.8369 -3.2620
O 2.8882 2.8836 8.3236
O 2.1190 -3.6993 4.8967
O 2.5997 0.6654 8.0473
O 3.1445 0.4199 -0.5115
O 1.3921 -0.7628 -1.0034
O 3.0393 1.9573 6.2665
O 2.1662 -3.5996 2.6383
C 1.3631 -1.7963 -2.0221
C -4.6953 -0.7196 -3.1388
C 0.9286 2.3825 -4.3891
C 2.4905 -0.1699 6.8899
C -0.1583 2.2107 -1.6329
C -3.3913 -0.2909 -2.4615
C 3.2609 0.6191 5.8626
C -0.0454 -2.2832 -2.4159
C 2.5009 -3.1899 3.8969
C -6.3014 1.6082 -1.0190
C -5.8868 1.1172 -2.3812
C 3.6640 -1.8812 2.4799
C -1.2285 -1.4614 -1.8892
C -2.2580 -1.1910 -2.9925
C 2.2976 0.1957 -1.2757
C 2.5166 -2.5400 1.7631
C 0.6230 3.5047 -1.2954
C 2.8438 1.9331 7.6212
H -2.6596 -2.1468 -3.3315
H 1.6909 3.3376 -1.3604
H -0.9618 -0.4977 -1.4807
H -3.1603 0.7389 -2.7120
H -5.9300 0.8835 -0.3010
H -0.1959 1.5405 -0.7783
H 4.3331 0.4157 5.8492
H 1.4400 -0.2804 6.6173
H 1.6533 -1.8917 1.6074
H 0.3619 3.8090 -0.2890
H 3.7402 -0.8182 2.2641
H 4.6196 -2.3585 2.2578
H 2.9140 -1.1540 7.0745
H -3.4899 -0.3923 -1.3825
H 1.7740 3.0444 -4.2041
H 1.8751 -1.4501 -2.9133
H -5.9158 2.5993 -0.8414
H -1.1802 2.4030 -1.9426
H -0.0701 -2.3388 -3.4995
H 0.3340 4.2737 -2.0050
H -4.7350 -1.7991 -3.0780
H -4.6462 -0.4525 -4.1933
H 1.1518 1.7829 -5.2651
H -7.3830 1.5789 -0.9349
H 1.9551 -2.6266 -1.6527
H -1.7615 -2.0593 -1.1553
H -0.1797 -3.3033 -2.0701
H 0.0164 2.9323 -4.5898
H -1.8070 -0.6923 -3.8482
*
```

Computed properties:
Orbital gap: 9.20 eV
Calculated total energy: -56382.78456 eV
LUMO energy: 0.4288 eV

4.
A molecular structure, C18H29FeN2O2P2S at a distorted geometry, computed with wB97M-V/def2-TZVPD.

Structure (ORCA input):
```
! wB97M-V def2-TZVPD RIJCOSX def2/J DEFGRID3
* xyz 0 6
Fe -0.1404 0.1698 0.6559
S -1.4005 0.6051 5.0096
P 2.0195 0.3587 1.1794
P -2.1935 0.1120 -0.2965
O 1.1651 -2.4540 -3.6477
O -0.6543 0.9135 -5.4147
N -0.7549 0.2667 2.3302
N 0.0347 1.9614 -0.0568
C 3.4793 0.3375 0.0760
C 0.0523 -1.9594 0.6368
C 1.1784 -4.0966 0.2914
C -2.1895 1.7621 -0.9809
C -0.7467 3.7855 -1.4083
C -0.9840 -4.0078 1.3945
C -0.9963 -2.6059 1.2748
C 0.9324 2.7853 0.5251
C -3.6505 0.3672 0.8075
C 2.5839 -0.3524 2.7698
C -1.0121 0.4228 3.4929
C 0.0952 4.6684 -0.7550
C 1.8694 2.1645 1.5572
C 1.1357 -2.6933 0.1441
C -2.6232 -1.2224 -1.5109
C 0.9021 4.1554 0.2749
C 0.0965 -4.7502 0.8997
C -0.9862 2.4953 -0.8278
H -1.8321 -4.5105 1.8580
H -3.9358 -0.5202 1.3922
H 3.2212 0.8426 -0.8607
H -1.8166 -2.0130 1.6934
H 1.4410 2.2712 2.5696
H 0.0980 -5.8392 0.9826
H 3.7435 -0.7042 -0.1328
H 0.2416 -2.3903 -3.2651
H 0.0248 -0.3553 -1.0207
H -4.4985 0.7180 0.1980
H 2.0289 -4.6688 -0.1136
H 4.3200 0.8509 0.5589
H -3.3412 1.1627 1.5025
H -2.8658 -2.1686 -1.0095
H -0.0616 1.6514 -5.1978
H 2.8501 2.6568 1.5530
H -1.7699 -1.4741 -2.1668
H 3.5939 -0.0296 3.0347
H -1.4627 1.1503 -4.9610
H -3.4709 -0.9752 -2.1623
H 2.5639 -1.4401 2.6743
H -2.6544 2.0171 -1.9343
H 1.6090 4.7775 0.8075
H 1.8952 -0.0388 3.5576
H -1.3789 4.1126 -2.2413
H 1.3824 -1.4921 -3.7536
H 1.9348 -2.2155 -0.4349
H 0.7725 -0.2921 -0.5203
H 0.1552 5.7275 -1.0286
*
```

Computed properties:
Orbital gap (alpha / beta): 5.67 / 4.36 eV
Calculated total energy: -90006.43995 eV
LUMO energy (alpha / beta): -0.2035 / -2.6208 eV

5.
A molecular structure, C18H29MoN2O4P2S2 at a distorted geometry, computed with wB97M-V/def2-TZVPD.

Structure (ORCA input):
```
! wB97M-V def2-TZVPD RIJCOSX def2/J DEFGRID3
* xyz 1 3
Mo 0.5498 0.1853 -0.0189
S 0.3512 1.9068 4.7794
S 1.8931 -0.5372 1.7916
P 1.8663 -0.5387 -1.7287
P -1.6174 0.7219 1.1843
O -0.9879 -3.7156 -1.6705
O 0.1705 1.3201 6.0976
O -0.5020 3.0018 4.3756
O -4.3278 -3.4033 0.2612
N -1.0006 0.1975 -1.7564
N 0.3825 0.7365 3.5973
C 2.8254 3.2478 5.1602
C 3.9236 1.6586 3.0870
C 3.4115 0.3919 -1.7543
C -0.5142 0.0948 -3.0209
C 2.2612 -2.2658 -2.1759
C 2.0552 2.2806 4.5291
C 4.1476 3.4370 4.7385
C 2.6008 1.4742 3.5330
C -2.7045 0.2977 -3.9699
C -2.8860 0.4702 -0.1555
C 0.9814 -0.0023 -3.2041
C -2.2965 2.3771 1.6626
C -2.3448 0.3115 -1.5581
C -2.1099 -0.3593 2.6092
C 4.6885 2.6556 3.7034
C -3.1893 0.4240 -2.6688
C -1.3342 0.1388 -4.1435
C 1.5571 0.5950 3.0363
H -3.3689 0.2524 -4.8375
H 5.7178 2.8245 3.3852
H -3.3947 2.2425 1.7535
H -1.8378 2.7901 2.5811
H 4.0219 -0.0654 -2.5507
H 4.7577 4.1962 5.2229
H 2.3662 3.8266 5.9505
H 0.0173 1.5769 0.8594
H 2.9253 -2.6429 -1.3758
H -3.3243 -0.3892 0.3383
H -2.3085 -1.3819 2.2362
H 3.8905 0.3107 -0.7653
H -3.0107 0.0447 3.1072
H -0.8788 0.1569 -5.1377
H -3.6227 1.2855 -0.1379
H -3.3820 -3.1749 0.2644
H -1.0667 -3.9993 -0.7701
H 1.7998 -1.0957 0.4218
H 2.7696 -2.2182 -3.1636
H -4.2596 0.3796 -2.5120
H 4.3197 1.0286 2.2790
H -4.6507 -2.9084 -0.4989
H 3.1784 1.4472 -1.9692
H 1.2074 -0.7312 -3.9912
H -2.0753 3.0403 0.8067
H -1.3857 -2.7848 -1.8222
H -1.2571 -0.3567 3.3215
H 1.3238 -2.8572 -2.1908
H 1.3886 0.9738 -3.5043
*
```

Computed properties:
Orbital gap (alpha / beta): 7.01 / 7.56 eV
Calculated total energy: -72400.93753 eV
LUMO energy (alpha / beta): -3.7266 / -3.8003 eV

6.
A molecular structure, C18H29N2O4P2S2Ti at a distorted geometry, computed with wB97M-V/def2-TZVPD.

Structure (ORCA input):
```
! wB97M-V def2-TZVPD RIJCOSX def2/J DEFGRID3
* xyz 1 1
Ti 0.2570 0.2744 -0.0078
S -0.0146 -1.2235 1.8785
S -4.1457 -0.7328 1.6576
P -1.4532 -0.2371 -1.6893
P 2.5057 0.4661 0.9617
O 2.5349 -2.2216 -1.9123
O -4.9604 -1.9178 1.8424
O 0.8681 -2.4178 -3.6042
O -4.6657 0.3326 0.8397
N -2.5922 -1.1133 1.1896
N 1.3759 0.8503 -1.7819
C -1.6756 -0.8318 2.0949
C 0.8340 0.5850 -3.0061
C -1.5493 0.3885 4.3990
C 2.6449 1.3154 -1.7031
C -2.3102 0.9685 5.4220
C 2.7182 1.3980 2.4904
C 2.7542 1.5759 -4.0965
C -3.7098 0.9946 5.3413
C -2.1993 -0.1770 3.2876
C 3.3233 1.4465 -0.3517
C -4.3552 0.4684 4.2153
C 1.4701 1.0367 -4.1549
C 3.3504 1.6916 -2.8357
C -2.2218 -1.8541 -1.6915
C 3.5986 -0.9693 1.1080
C -3.5865 -0.0980 3.2077
C -2.8070 0.9848 -1.7774
C -0.3526 -0.3219 -3.1442
H -4.3055 1.4352 6.1509
H 3.2437 -1.6191 1.9159
H 0.9485 0.8993 -5.1047
H -0.4725 0.3374 4.4392
H 3.7767 1.4926 2.7646
H 2.1721 0.8882 3.2934
H 3.2944 1.8547 -4.9930
H 0.9479 -2.6087 -4.5544
H 1.0502 -1.7520 -1.1401
H -2.5447 -2.0707 -0.6587
H -0.9734 0.0232 -4.0162
H 3.5750 -1.5369 0.1692
H 2.2825 2.3956 2.3737
H 4.3751 2.0284 -2.7068
H -3.3599 0.8428 -2.7190
H 1.8796 -2.3642 -2.7934
H 3.3156 2.5032 -0.0415
H -1.8184 1.3963 6.2994
H 0.1821 -1.4943 -3.4360
H -1.4582 -2.5682 -2.0189
H -2.4047 2.0082 -1.7211
H 4.6220 -0.6386 1.3319
H 4.3770 1.1385 -0.4133
H -0.3780 1.6603 0.6645
H -3.0700 -1.8303 -2.3842
H 1.2005 -1.3224 -0.4159
H 2.8359 -3.1150 -1.6432
H -5.4342 0.4854 4.0945
H -3.4954 0.8698 -0.9157
*
```

Computed properties:
Orbital gap: 6.29 eV
Calculated total energy: -93661.06529 eV
LUMO energy: -4.8398 eV

7.
A single C18H29N3O4 molecule, computed with wB97M-V/def2-TZVPD.

Structure (ORCA input):
```
! wB97M-V def2-TZVPD RIJCOSX def2/J DEFGRID3
* xyz 0 1
O 0.3294 -1.2773 -1.8183
O 3.9192 -2.2437 0.6171
O -1.7627 0.7339 2.9058
O -3.4997 3.6940 -0.9137
N 2.9977 -0.9968 -1.0405
N 1.7202 -1.8011 0.7411
N -2.9944 1.2771 0.5307
C 2.9569 -1.7014 0.1077
C -1.8434 -1.1997 4.4068
C 0.8967 -3.0720 -3.2824
C -1.3829 0.2355 4.1728
C -3.0577 2.5658 1.1966
C -1.8075 0.5527 0.5405
C 4.2170 -0.8532 -1.7985
C 0.5603 -1.0221 0.6054
C 0.2693 -2.6937 -1.9518
C -2.6643 3.6851 0.2241
C -3.8229 1.3039 -0.6571
C 5.8246 0.7740 -2.8549
C -0.1099 -0.7912 -0.5942
C -1.1734 0.2445 1.7698
C 4.5331 0.6186 -2.0630
C -1.2509 0.0010 -0.6079
C -0.0129 -0.5040 1.7705
C -3.4390 2.4589 -1.5936
H -4.1410 2.5355 -2.4259
H -2.4227 2.3060 -1.9877
H 0.3969 -2.5466 -4.0919
H 0.4905 -0.7189 2.7005
H -1.6981 0.1655 -1.5744
H 0.8047 -3.1766 -1.1256
H -0.7825 -3.0113 -1.9164
H -4.8539 1.4647 -0.3210
H 4.1327 -1.3882 -2.7533
H -1.8844 0.9047 4.8777
H -4.0898 2.7234 1.5265
H -2.4020 2.5743 2.0623
H -3.7749 0.3462 -1.1739
H 5.0134 -1.3153 -1.2102
H -0.3006 0.3308 4.3259
H -1.3791 -1.8774 3.6949
H 3.7046 1.0684 -2.6157
H -1.5803 -1.5091 5.4145
H 1.8438 -2.1862 1.6698
H 2.1352 -0.7131 -1.4834
H 5.7469 0.2689 -3.8153
H 4.6201 1.1390 -1.1075
H 6.6593 0.3423 -2.3078
H -2.9217 -1.2625 4.2861
H -2.7799 4.6645 0.6910
H -1.6148 3.5491 -0.0834
H 1.9495 -2.8033 -3.2891
H 6.0374 1.8248 -3.0356
H 0.8043 -4.1427 -3.4401
*
```

Computed properties:
Orbital gap: 8.16 eV
Calculated total energy: -31796.80011 eV
LUMO energy: 0.7517 eV

8.
A single C18H29NO molecule at a distorted geometry, computed with wB97M-V/def2-TZVPD.

Structure (ORCA input):
```
! wB97M-V def2-TZVPD RIJCOSX def2/J DEFGRID3
* xyz 0 1
O 0.9356 -0.1589 -0.4559
N -3.5289 -0.3396 -2.2827
C 1.6691 1.3518 2.5140
C 1.8247 0.4093 3.6996
C 2.1500 -0.8147 3.0631
C 2.7687 1.8336 0.3440
C -2.7761 -0.5772 -3.5569
C -3.3920 -1.4205 -1.3051
C -2.1539 -1.5907 -0.5356
C 2.2181 -0.4867 1.5254
C -3.2599 0.6440 -4.5086
C 0.3479 0.9184 1.8418
C 2.7909 0.9404 1.5463
C -0.0933 -1.7021 1.2143
C 0.8099 -0.3520 1.0057
C -1.1749 -1.6956 0.1855
C 3.1147 -1.4553 0.7329
C -4.5537 1.1627 -3.8237
C 4.3043 1.0433 1.9726
C -4.8738 0.2813 -2.5340
H 2.6578 -2.3707 0.3733
H 3.2287 2.8562 0.4459
H 1.6939 2.0722 -0.0434
H 3.1147 -1.2314 3.4006
H 2.6518 0.7149 4.3058
H -5.3817 1.1424 -4.5887
H 1.5975 2.3958 2.7764
H 4.5385 0.4872 2.8851
H 0.9624 0.2909 4.2081
H -3.5847 -2.2777 -1.9031
H -5.6499 -0.4338 -2.7069
H -5.1026 0.9983 -1.7591
H -3.0823 -1.5002 -3.9852
H -4.1807 -1.3963 -0.4799
H -0.5322 0.6119 2.5160
H -2.5225 1.4725 -4.5076
H -4.4337 2.1908 -3.5238
H -3.5261 0.2828 -5.4795
H 3.7612 -1.8440 1.4088
H 3.1695 1.2530 -0.5440
H 4.8719 0.4176 1.2973
H -0.3741 -1.9738 2.2651
H 4.7380 2.0275 1.8825
H -1.6745 -0.5823 -3.3858
H 3.7392 -1.0397 -0.0169
H 0.6039 -2.4407 0.8918
H 0.0718 1.7610 1.1655
H 0.1228 -0.3248 -0.9737
H 1.3940 -1.5511 3.4329
*
```

Computed properties:
Orbital gap: 9.20 eV
Calculated total energy: -22669.62919 eV
LUMO energy: 0.8475 eV

Question: Look up the calculated total energy of the eighth one.
Answer: -22669.62919 eV

Question: What is the calculated total energy in the eighth record?
Answer: -22669.62919 eV

Question: Which of these has the highest calculated total energy?
Answer: C18H29NO

Question: Which of these has the highest calculated total energy?
Answer: C18H29NO